Entry 1:
A 3-piece molecular cluster, C3H5F2N4O3 overall at a distorted geometry, computed with ωB97M-V/def2-TZVPD.

Cartesian coordinates (Å):
C  -1.376  0.830  1.970
C  0.455  0.648  0.304
C  2.815  -0.044  -0.064
N  -1.768  0.855  -2.402
N  -1.633  0.802  -1.328
N  -0.537  0.414  1.209
N  -1.297  -1.592  0.828
O  -2.210  1.257  2.580
O  0.113  1.113  -0.795
O  1.584  0.217  0.706
F  -0.376  -1.568  -0.251
F  -2.412  -1.195  0.154
H  2.840  -0.750  -0.833
H  3.562  -0.326  0.730
H  3.165  0.949  -0.475
H  -1.526  1.057  -3.383
H  -1.398  -2.666  1.049

Total charge ... +1
Strongest force on any atom ... 5.17 eV/Å
E_LUMO ... -4.5717 eV
Energy above the lowest of the compared OMol25 structures with the same formula, charge and spin ... 337.0 kJ/mol
Frontier orbital gap ... 9.230 eV


Entry 2:
A 6-piece molecular cluster, C19H42Cl10IN3O6PS2 overall, computed with ωB97M-V/def2-TZVPD.

Cartesian coordinates (Å):
C  -0.488  -0.787  3.490
C  0.518  0.092  2.761
N  0.709  -0.353  1.348
S  2.083  -1.362  0.995
C  -0.159  -0.067  0.418
N  0.066  -0.530  -0.867
P  1.274  0.102  -1.888
O  2.097  -0.897  -2.546
O  0.347  1.018  -2.813
O  2.109  1.125  -0.992
N  -1.273  0.684  0.766
C  -2.557  0.072  0.362
C  -3.058  0.333  -1.074
C  -4.419  1.037  -1.126
S  -5.750  -0.146  -0.881
O  -5.142  -1.338  -0.386
O  -6.811  0.506  -0.180
O  -6.246  -0.481  -2.354
C  -1.076  2.104  0.443
C  -2.101  3.063  1.046
C  -1.563  4.497  0.960
I  -2.545  2.580  3.076
H  -0.600  -0.428  4.516
H  -0.154  -1.827  3.505
H  -1.470  -0.737  3.020
H  0.232  1.144  2.769
H  1.499  0.006  3.228
H  2.986  -0.370  1.082
H  -0.799  -0.700  -1.379
H  0.865  1.661  -3.320
H  1.596  1.837  -0.591
H  -2.446  -1.006  0.516
H  -3.302  0.386  1.097
H  -2.340  0.882  -1.691
H  -3.185  -0.647  -1.545
H  -4.574  1.735  -0.299
H  -4.567  1.586  -2.056
H  -6.909  0.168  -2.633
H  -1.071  2.263  -0.647
H  -0.090  2.408  0.823
H  -3.032  3.020  0.484
H  -2.380  5.216  1.004
H  -0.866  4.709  1.772
H  -1.047  4.645  0.004
Cl  1.614  -5.131  -6.288
C  2.086  -3.465  -5.866
C  1.462  -3.009  -4.573
Cl  -0.311  -2.821  -4.721
H  1.796  -2.823  -6.694
H  3.170  -3.454  -5.766
H  1.866  -2.044  -4.280
H  1.645  -3.722  -3.773
Cl  -0.718  -0.130  7.414
C  -1.759  0.847  8.488
C  -3.214  0.758  8.107
Cl  -3.553  1.563  6.549
H  -1.400  1.872  8.450
H  -1.626  0.458  9.496
H  -3.816  1.266  8.859
H  -3.545  -0.273  8.019
Cl  5.363  -2.868  0.300
C  5.388  -1.804  -1.135
C  6.105  -0.507  -0.861
Cl  5.222  0.488  0.345
H  4.356  -1.630  -1.436
H  5.902  -2.339  -1.931
H  6.165  0.080  -1.776
H  7.104  -0.660  -0.463
Cl  -4.235  -5.867  -0.538
C  -4.656  -5.097  -2.088
C  -3.432  -4.659  -2.850
Cl  -2.596  -3.313  -2.022
H  -5.308  -4.254  -1.870
H  -5.201  -5.832  -2.677
H  -3.714  -4.297  -3.837
H  -2.711  -5.465  -2.956
Cl  8.529  2.946  -2.386
C  8.036  3.816  -0.909
C  6.536  3.905  -0.794
Cl  5.815  4.971  -2.030
H  8.497  4.800  -0.930
H  8.429  3.255  -0.063
H  6.264  4.312  0.178
H  6.087  2.922  -0.909

Total charge ... +1
Strongest force on any atom ... 0.64 eV/Å
E_LUMO ... -3.4655 eV
Frontier orbital gap ... 8.761 eV


Entry 3:
C23H48IrNO2P3 as an isolated structure at a distorted geometry, computed with ωB97M-V/def2-TZVPD.

Cartesian coordinates (Å):
Ir  0.502  0.016  -1.278
P  0.557  -2.099  -1.536
P  2.547  0.212  -0.041
P  -1.891  0.224  -0.766
H  1.491  2.864  -0.852
C  0.495  2.801  -0.356
C  0.293  2.415  0.924
H  1.125  1.908  1.505
C  1.524  -2.132  -3.062
C  1.285  -3.072  -0.224
C  -0.978  -2.943  -1.946
C  3.486  1.744  0.475
C  2.797  -0.733  1.523
C  3.875  -0.494  -1.135
C  -2.682  1.846  -0.346
C  -2.661  -0.890  0.481
C  -2.788  -0.158  -2.335
H  -0.290  3.152  -1.049
H  -0.719  1.992  1.250
H  0.850  -1.884  -3.892
H  1.922  -3.146  -3.158
H  2.336  -1.396  -3.029
H  1.067  -4.111  -0.493
H  0.814  -2.823  0.735
H  2.367  -2.923  -0.164
H  -0.659  -3.937  -2.288
H  -1.507  -2.422  -2.752
H  -1.617  -3.032  -1.058
H  4.573  1.620  0.322
H  3.342  1.962  1.542
H  3.177  2.621  -0.095
H  3.469  -1.593  1.400
H  1.827  -1.083  1.892
H  3.232  -0.104  2.311
H  4.880  -0.217  -0.781
H  3.738  -0.070  -2.138
H  3.802  -1.588  -1.179
H  -3.696  1.902  -0.777
H  -2.097  2.680  -0.745
H  -2.773  1.968  0.742
H  -3.732  -1.049  0.280
H  -2.550  -0.446  1.477
H  -2.152  -1.857  0.498
H  -3.645  0.517  -2.459
H  -3.133  -1.198  -2.364
H  -2.083  0.030  -3.154
C  -0.153  1.597  -4.289
C  0.725  0.825  -5.083
C  0.623  0.935  -6.475
C  -0.269  1.847  -7.071
C  -1.077  2.631  -6.257
C  -0.997  2.530  -4.877
O  -0.263  1.410  -2.914
H  0.675  0.729  -2.673
H  1.441  0.148  -4.634
H  1.236  0.316  -7.116
H  -0.305  1.927  -8.175
H  -1.784  3.338  -6.696
H  -1.616  3.138  -4.225
O  -0.244  -0.915  2.297
C  -0.405  -0.823  3.536
C  0.281  0.262  4.352
C  -0.697  1.179  5.076
C  -1.189  0.608  6.408
C  -2.063  -0.629  6.264
C  -1.342  -1.826  5.634
N  -1.213  -1.699  4.184
H  0.972  -0.230  5.058
H  0.882  0.846  3.644
H  -0.188  2.134  5.264
H  -1.554  1.404  4.425
H  -0.324  0.370  7.041
H  -1.768  1.385  6.921
H  -2.401  -0.944  7.260
H  -2.962  -0.396  5.679
H  -0.349  -1.939  6.094
H  -1.918  -2.739  5.829
H  -1.473  -2.497  3.613

2S+1 ... 5
Total charge ... +3
Strongest force on any atom ... 4.73 eV/Å
E_LUMO (spin up / spin down) ... -9.1633 / -12.5957 eV
Energy above the lowest of the compared OMol25 structures with the same formula, charge and spin ... 352.9 kJ/mol
Frontier orbital gap (spin up / spin down) ... 6.263 / 3.786 eV


Entry 4:
A 2-piece molecular cluster, C3H5NOS overall at a distorted geometry, computed with ωB97M-V/def2-TZVPD.

Cartesian coordinates (Å):
C  -0.611  -1.777  -0.438
N  -0.184  -0.376  0.164
C  0.162  -0.016  1.299
O  0.486  0.315  2.419
H  -1.482  -2.119  0.121
H  -0.678  -1.616  -1.527
H  0.209  -2.523  -0.318
C  0.566  2.074  -0.535
S  -0.161  2.493  0.823
H  0.755  2.458  -1.381
H  0.938  1.086  -0.628

SMILES ... CN=C=O.C=S
Total charge ... 0
Strongest force on any atom ... 7.59 eV/Å
E_LUMO ... -0.2462 eV
Energy above the lowest of the compared OMol25 structures with the same formula, charge and spin ... 355.2 kJ/mol
Frontier orbital gap ... 8.217 eV


Entry 5:
C24H69B2N18O40P as an isolated structure at a distorted geometry, computed with ωB97M-V/def2-TZVPD.

Cartesian coordinates (Å):
C  0.627  2.929  -6.182
C  0.915  1.412  -6.366
O  -0.163  0.688  -5.747
B  0.154  -0.631  -5.470
O  0.838  -1.412  -6.424
O  -0.275  -1.182  -4.224
P  0.284  -0.282  -2.974
O  1.391  0.629  -3.397
O  -0.887  0.452  -2.123
C  -1.967  0.956  -2.919
C  -2.036  2.543  -2.888
N  -1.262  3.026  -1.728
C  -2.107  3.634  -0.680
C  -1.574  3.157  0.702
C  -0.174  3.886  -2.125
C  -0.396  5.324  -2.642
O  0.945  3.464  -2.044
O  0.956  -1.331  -1.898
B  2.376  -1.129  -1.852
N  3.206  -1.653  -2.932
O  3.012  -0.495  -0.788
H  1.534  3.520  -6.392
H  0.303  3.143  -5.149
H  -0.179  3.203  -6.879
H  1.900  1.143  -5.958
H  0.863  1.219  -7.454
H  0.191  -2.075  -6.728
H  -2.893  0.586  -2.449
H  -1.927  0.668  -3.979
H  -1.595  2.915  -3.832
H  -3.102  2.811  -2.853
H  -2.156  4.736  -0.736
H  -3.144  3.269  -0.748
H  -1.424  2.064  0.639
H  -0.562  3.568  0.881
H  -2.265  3.400  1.522
H  -1.140  5.891  -2.066
H  0.565  5.850  -2.512
H  -0.623  5.318  -3.719
H  4.170  -1.542  -2.623
H  3.075  -2.661  -3.015
H  2.620  0.380  -0.641
C  3.468  3.595  0.486
N  3.038  2.335  1.150
O  3.659  1.958  2.123
O  2.087  1.755  0.674
H  4.321  3.994  1.017
H  3.729  3.352  -0.540
H  2.629  4.283  0.522
C  4.297  7.776  1.553
N  4.479  6.591  0.673
O  3.661  6.413  -0.210
O  5.435  5.877  0.903
H  3.419  8.306  1.231
H  4.185  7.410  2.564
H  5.184  8.397  1.453
C  -1.209  -4.726  -3.837
N  -1.195  -5.126  -5.265
O  -0.704  -4.336  -6.049
O  -1.671  -6.199  -5.555
H  -0.751  -3.746  -3.756
H  -2.246  -4.698  -3.513
H  -0.644  -5.465  -3.277
C  0.697  -3.733  0.675
N  0.206  -4.559  -0.448
O  0.922  -5.448  -0.870
O  -0.891  -4.283  -0.878
H  1.685  -4.080  0.961
H  0.737  -2.702  0.329
H  -0.004  -3.854  1.496
C  -1.627  -7.307  2.768
N  -1.882  -5.860  2.985
O  -2.957  -5.526  3.425
O  -0.970  -5.110  2.693
H  -2.505  -7.875  3.061
H  -1.420  -7.439  1.714
H  -0.769  -7.582  3.376
C  -3.840  5.146  4.623
N  -3.117  4.997  3.336
O  -1.947  5.318  3.297
O  -3.763  4.557  2.406
H  -3.161  5.547  5.368
H  -4.671  5.826  4.451
H  -4.194  4.160  4.910
C  -7.131  1.938  3.145
N  -6.019  2.241  4.083
O  -6.248  2.983  5.019
O  -4.949  1.726  3.849
H  -8.018  2.465  3.479
H  -6.825  2.273  2.158
H  -7.288  0.863  3.162
C  2.535  11.334  3.955
N  2.928  10.216  3.057
O  2.925  9.089  3.534
O  3.219  10.513  1.923
H  2.301  10.929  4.934
H  3.376  12.020  4.009
H  1.665  11.814  3.516
C  5.492  -0.367  1.738
N  5.841  -1.544  0.898
O  5.772  -2.644  1.410
O  6.172  -1.324  -0.247
H  5.218  -0.715  2.727
H  6.365  0.275  1.782
H  4.659  0.134  1.261
C  -5.574  -9.564  1.320
N  -4.397  -9.327  2.195
O  -4.545  -8.601  3.156
O  -3.361  -9.880  1.886
H  -6.418  -9.011  1.717
H  -5.316  -9.217  0.323
H  -5.773  -10.633  1.322
C  -3.778  -4.148  -8.034
N  -5.032  -4.810  -7.589
O  -5.890  -5.009  -8.422
O  -5.107  -5.106  -6.415
H  -3.851  -3.941  -9.096
H  -3.676  -3.227  -7.467
H  -2.955  -4.829  -7.827
C  5.261  2.418  5.282
N  6.227  2.587  4.165
O  6.737  1.586  3.706
O  6.436  3.719  3.788
H  5.175  1.361  5.508
H  5.648  2.968  6.135
H  4.309  2.824  4.953
C  3.517  -7.327  0.660
N  2.799  -7.862  1.846
O  2.560  -9.053  1.877
O  2.493  -7.067  2.710
H  3.719  -8.142  -0.023
H  2.870  -6.586  0.196
H  4.441  -6.877  1.014
C  -0.211  -9.119  0.081
N  0.479  -9.237  -1.230
O  1.651  -8.927  -1.277
O  -0.181  -9.636  -2.163
H  0.496  -8.759  0.818
H  -1.031  -8.418  -0.049
H  -0.577  -10.106  0.349
C  -4.503  -1.140  0.019
N  -4.756  0.316  0.182
O  -5.831  0.656  0.630
O  -3.862  1.065  -0.147
H  -5.381  -1.683  0.351
H  -4.308  -1.323  -1.034
H  -3.637  -1.391  0.627
C  1.831  6.842  5.358
N  2.014  6.518  6.797
O  2.921  5.770  7.094
O  1.238  7.028  7.575
H  2.590  6.320  4.785
H  0.835  6.512  5.072
H  1.935  7.915  5.248

Total charge ... 0
Strongest force on any atom ... 2.74 eV/Å
E_LUMO ... -0.8477 eV
Frontier orbital gap ... 7.906 eV


Entry 6:
A single C12H27BN2O4 molecule at a distorted geometry, computed with ωB97M-V/def2-TZVPD.

Cartesian coordinates (Å):
C  -5.532  0.600  1.539
C  -4.101  0.663  1.165
C  -3.182  -0.199  2.051
N  -1.758  0.003  1.820
C  -1.316  1.117  2.684
C  -0.900  -1.152  1.992
C  0.444  -0.939  1.294
C  0.361  -0.546  -0.190
N  -0.955  -0.958  -0.685
C  1.514  -1.191  -1.036
C  2.898  -0.634  -0.690
C  3.231  0.753  -1.307
C  3.311  0.819  -2.792
B  3.940  -0.458  -3.457
O  3.351  -1.050  -4.563
O  5.023  -1.065  -2.897
C  0.356  1.013  -0.263
O  0.762  1.703  0.666
O  -0.240  1.477  -1.324
H  -5.714  0.796  2.609
H  -5.959  -0.383  1.280
H  -6.152  1.349  0.996
H  -3.712  1.664  1.238
H  -3.972  0.370  0.100
H  -3.440  -1.263  1.918
H  -3.343  0.012  3.093
H  -1.698  1.011  3.704
H  -1.668  2.078  2.262
H  -0.259  1.139  2.727
H  -1.370  -2.028  1.557
H  -0.772  -1.387  3.054
H  0.997  -0.133  1.764
H  1.057  -1.846  1.417
H  -1.647  -0.406  -0.119
H  -1.048  -0.588  -1.615
H  1.511  -2.237  -0.772
H  1.290  -1.133  -2.100
H  3.648  -1.363  -0.996
H  3.015  -0.627  0.419
H  2.481  1.462  -0.960
H  4.204  1.081  -0.910
H  3.916  1.645  -3.193
H  2.310  0.834  -3.266
H  3.883  -1.836  -4.826
H  5.496  -0.623  -2.181
H  -0.258  2.457  -1.208

SMILES ... CCCN(C)CC[C@](N)(CCCCB(O)O)C(=O)O
Total charge ... 0
Strongest force on any atom ... 3.58 eV/Å
E_LUMO ... 0.5330 eV
Energy above the lowest of the compared OMol25 structures with the same formula, charge and spin ... 0.4 kJ/mol
Frontier orbital gap ... 9.051 eV